A molecular structure, C55H50N5O5PReS, computed with ωB97M-V with the def2-TZVPD basis set.

Positions of all 118 atoms, in Å:
Re (-0.717, -0.492, -0.145)
C (-3.464, 2.244, 0.645)
C (-3.957, 0.835, 0.797)
C (-5.031, 0.547, 1.632)
C (-5.439, -0.766, 1.773)
C (-4.776, -1.759, 1.076)
C (-3.716, -1.399, 0.259)
N (-3.314, -0.122, 0.126)
C (-2.971, -2.379, -0.558)
C (-3.489, -3.534, -1.053)
C (-2.767, -4.272, -2.033)
C (-1.648, -3.727, -2.584)
C (-1.169, -2.487, -2.092)
N (-1.701, -1.971, -0.917)
C (-0.325, -1.574, -2.740)
C (0.409, -1.950, -3.949)
C (0.970, -1.100, -4.810)
C (0.763, 0.381, -4.783)
C (-0.180, 0.900, -2.899)
C (-0.822, 1.977, -2.059)
N (-0.284, -0.354, -2.144)
H (-4.118, 2.809, -0.022)
H (-2.457, 2.255, 0.234)
H (-3.456, 2.752, 1.609)
H (-5.506, 1.343, 2.190)
H (-6.251, -1.019, 2.443)
H (-5.042, -2.800, 1.197)
H (-4.476, -3.853, -0.750)
H (-3.161, -5.208, -2.401)
H (-1.147, -4.208, -3.413)
H (0.553, -3.012, -4.101)
H (1.556, -1.502, -5.627)
H (1.071, 0.831, -5.726)
H (-0.858, 2.930, -2.577)
H (-0.269, 2.116, -1.128)
H (-1.851, 1.677, -1.837)
O (3.357, 3.838, 0.649)
S (3.564, 2.471, 0.187)
O (4.428, 1.589, 0.950)
O (2.250, 0.708, -1.009)
C (4.364, 2.680, -1.443)
C (5.392, 3.617, -1.475)
C (6.066, 3.851, -2.659)
C (5.697, 3.171, -3.814)
C (4.668, 2.249, -3.772)
C (3.991, 1.977, -2.581)
P (2.663, 0.738, -2.435)
C (1.253, 1.215, -3.530)
C (-0.702, 0.691, -4.355)
C (-1.323, 1.857, -5.052)
C (-0.739, 3.041, -5.233)
C (0.558, 3.415, -4.678)
C (1.376, 2.673, -3.923)
C (3.404, -0.822, -2.957)
C (3.998, -1.058, -4.195)
C (4.544, -2.298, -4.480)
C (4.500, -3.310, -3.529)
C (3.910, -3.079, -2.296)
C (3.361, -1.837, -2.008)
H (5.646, 4.159, -0.575)
H (6.871, 4.573, -2.685)
H (6.206, 3.367, -4.748)
H (4.367, 1.760, -4.690)
H (-1.362, -0.171, -4.433)
H (-2.310, 1.698, -5.471)
H (-1.269, 3.806, -5.787)
H (0.866, 4.440, -4.849)
H (2.247, 3.196, -3.556)
H (4.025, -0.290, -4.957)
H (5.003, -2.477, -5.444)
H (4.928, -4.279, -3.752)
H (3.878, -3.867, -1.554)
H (2.885, -1.637, -1.056)
C (-0.026, -3.319, 2.084)
C (0.962, -2.958, 0.963)
C (2.386, -3.040, 1.533)
C (0.824, -4.001, -0.147)
C (0.679, -1.512, 0.563)
H (0.164, -4.340, 2.430)
H (-1.056, -3.252, 1.734)
H (0.072, -2.649, 2.940)
H (2.571, -4.032, 1.952)
H (2.534, -2.301, 2.324)
H (3.140, -2.854, 0.765)
H (1.259, -4.947, 0.188)
H (1.331, -3.694, -1.062)
H (-0.219, -4.193, -0.382)
H (1.281, -0.838, 1.202)
O (0.137, 1.472, 0.955)
C (-0.526, 1.148, 1.959)
N (-0.648, 1.782, 3.146)
C (-1.455, 0.970, 4.055)
C (-1.814, -0.239, 3.115)
O (-2.494, -1.181, 3.449)
N (-1.238, -0.003, 1.912)
C (-0.602, 0.481, 5.221)
C (-0.870, 0.817, 6.539)
C (-0.032, 0.379, 7.559)
C (1.076, -0.396, 7.268)
C (1.355, -0.731, 5.948)
C (0.523, -0.292, 4.934)
C (-2.744, 1.660, 4.471)
C (-2.972, 3.002, 4.196)
C (-4.168, 3.608, 4.563)
C (-5.148, 2.875, 5.212)
C (-4.923, 1.533, 5.497)
C (-3.731, 0.929, 5.133)
H (0.008, 2.483, 3.446)
H (-1.734, 1.423, 6.779)
H (-0.253, 0.650, 8.583)
H (1.725, -0.738, 8.064)
H (2.222, -1.333, 5.708)
H (0.753, -0.547, 3.904)
H (-2.219, 3.581, 3.677)
H (-4.328, 4.655, 4.340)
H (-6.080, 3.345, 5.499)
H (-5.682, 0.953, 6.006)
H (-3.562, -0.118, 5.342)

Results
- maximum force (hartree/bohr) = 0.006
- multiplicity = 2
- relative energy (zero: lowest compared OMol25 entry of this formula, charge and spin) (eV) = 3.657
- energy (eV) = -97787.1199
- gap between HOMO and LUMO (spin up / spin down) (eV) = 6.094 / 5.557
- HOMO (spin up / spin down) (eV) = -6.2984 / -6.3007

A molecular structure, C6H6ClF2O6Pd at a distorted geometry, computed with ωB97M-V with the def2-TZVPD basis set.

Positions of all 22 atoms, in Å:
Pd (-5.537, -4.644, 1.586)
Cl (-2.211, -3.127, 0.469)
C (2.383, -1.095, 4.540)
C (3.662, -0.302, 4.150)
O (3.359, 0.947, 4.667)
C (2.076, 1.091, 5.071)
O (1.588, 2.123, 5.599)
O (1.473, -0.184, 5.115)
F (3.796, -0.162, 2.844)
H (2.657, -1.928, 5.188)
H (1.991, -1.679, 3.708)
H (4.537, -0.670, 4.686)
C (-2.056, 1.264, -3.806)
C (-2.252, 0.018, -4.685)
O (-1.780, 0.448, -5.950)
C (-1.534, 1.669, -6.009)
O (-1.321, 2.335, -7.050)
O (-1.459, 2.166, -4.765)
F (-3.561, -0.235, -4.659)
H (-1.253, 1.052, -3.100)
H (-2.829, 1.791, -3.246)
H (-1.730, -0.879, -4.351)

Results
- maximum force (hartree/bohr) = 0.158
- multiplicity = 3
- relative energy (zero: lowest compared OMol25 entry of this formula, charge and spin) (eV) = 4.166
- energy (eV) = -40025.8087
- gap between HOMO and LUMO (spin up / spin down) (eV) = 5.296 / 1.327
- total charge = +1
- HOMO (spin up / spin down) (eV) = -12.3261 / -12.3259

9 unconnected molecules or ions with the total composition C28H76ClN12O16 at a distorted geometry, computed with ωB97M-V with the def2-TZVPD basis set.

Positions of all 133 atoms, in Å:
Cl (-1.733, 1.950, -0.693)
O (-0.931, 2.396, -1.805)
O (-0.879, 1.135, 0.078)
O (-2.120, 3.088, 0.129)
O (-2.908, 1.301, -1.211)
C (-1.291, 5.289, -7.511)
O (-2.042, 6.026, -6.824)
N (-0.753, 5.647, -8.612)
N (-0.904, 4.068, -7.299)
H (-0.344, 4.893, -9.146)
H (-0.674, 6.605, -8.919)
H (-0.185, 3.528, -7.758)
H (-1.087, 3.648, -6.399)
C (-2.693, 4.046, 5.742)
O (-2.419, 4.562, 6.830)
N (-3.467, 4.646, 4.872)
N (-2.005, 3.108, 5.128)
H (-3.760, 4.126, 4.058)
H (-3.681, 5.633, 4.911)
H (-2.109, 3.038, 4.125)
H (-1.098, 2.888, 5.513)
C (5.078, -1.757, -2.213)
O (5.878, -0.883, -1.997)
N (5.534, -2.958, -2.317)
N (3.783, -1.742, -2.128)
H (6.537, -3.062, -2.250)
H (4.918, -3.671, -2.679)
H (3.375, -0.877, -1.803)
H (3.211, -2.503, -2.466)
C (-1.291, 8.670, -1.711)
O (-2.368, 8.267, -2.136)
N (-1.160, 9.722, -1.032)
N (-0.136, 8.149, -1.891)
H (-0.350, 9.998, -0.496)
H (-1.906, 10.402, -0.992)
H (-0.247, 7.282, -2.397)
H (0.377, 8.210, -1.023)
C (-7.159, -3.406, 1.947)
O (-7.309, -2.459, 2.990)
C (-6.725, -1.244, 2.521)
C (-6.807, -0.078, 3.562)
N (-8.232, 0.085, 4.035)
C (-8.891, 1.222, 3.377)
C (-10.409, 1.182, 3.533)
O (-10.960, 2.398, 2.980)
C (-12.388, 2.590, 3.271)
H (-7.446, -4.327, 2.455)
H (-6.192, -3.429, 1.444)
H (-7.922, -3.183, 1.201)
H (-7.151, -0.987, 1.551)
H (-5.652, -1.406, 2.628)
H (-6.304, 0.803, 3.164)
H (-6.158, -0.285, 4.413)
H (-8.691, -0.774, 3.768)
H (-8.514, 1.219, 2.354)
H (-8.468, 2.158, 3.743)
H (-10.623, 1.147, 4.601)
H (-10.652, 0.202, 3.122)
H (-12.588, 2.440, 4.332)
H (-12.842, 1.832, 2.632)
H (-12.672, 3.604, 2.991)
C (0.911, -9.217, -2.532)
O (0.015, -8.007, -2.356)
C (0.566, -6.928, -1.599)
C (-0.423, -5.796, -1.955)
N (0.070, -5.108, -3.080)
C (-0.885, -4.068, -3.531)
C (-0.979, -3.957, -5.117)
O (-1.503, -5.119, -5.736)
C (-2.759, -5.627, -5.227)
H (1.953, -8.900, -2.539)
H (0.553, -9.884, -3.317)
H (0.991, -9.816, -1.625)
H (1.617, -6.645, -1.659)
H (0.444, -7.312, -0.587)
H (-0.443, -5.117, -1.102)
H (-1.452, -6.126, -2.098)
H (0.215, -5.735, -3.858)
H (-0.379, -3.149, -3.232)
H (-1.876, -4.276, -3.130)
H (0.001, -3.867, -5.584)
H (-1.662, -3.180, -5.464)
H (-3.137, -6.513, -5.736)
H (-3.549, -4.879, -5.176)
H (-2.580, -6.064, -4.245)
C (3.917, 5.657, -4.056)
O (5.102, 5.684, -3.363)
C (5.153, 4.687, -2.326)
C (4.520, 5.098, -1.008)
N (4.931, 6.318, -0.400)
C (4.228, 6.783, 0.787)
C (5.054, 7.792, 1.709)
O (6.117, 7.083, 2.492)
C (7.400, 7.089, 1.904)
H (3.685, 4.714, -4.552)
H (4.043, 6.472, -4.769)
H (3.166, 5.791, -3.277)
H (6.193, 4.620, -2.008)
H (4.757, 3.707, -2.593)
H (4.391, 4.266, -0.316)
H (3.467, 5.256, -1.243)
H (5.940, 6.291, -0.442)
H (4.035, 5.940, 1.451)
H (3.239, 7.090, 0.448)
H (4.455, 8.253, 2.494)
H (5.510, 8.613, 1.155)
H (8.073, 6.444, 2.468)
H (7.920, 8.047, 1.890)
H (7.190, 6.850, 0.861)
C (2.436, -5.750, 6.240)
O (3.263, -4.990, 5.337)
C (2.565, -4.635, 4.120)
C (3.575, -3.884, 3.204)
N (4.283, -4.851, 2.328)
C (5.276, -5.677, 3.011)
C (5.992, -6.736, 2.163)
O (6.859, -6.310, 1.062)
C (7.187, -7.448, 0.231)
H (1.551, -5.144, 6.434)
H (2.880, -5.954, 7.214)
H (2.199, -6.757, 5.896)
H (1.738, -3.953, 4.320)
H (2.081, -5.528, 3.725)
H (4.237, -3.283, 3.828)
H (2.939, -3.261, 2.575)
H (4.736, -4.309, 1.606)
H (4.633, -6.082, 3.793)
H (5.969, -4.921, 3.380)
H (5.250, -7.363, 1.669)
H (6.695, -7.251, 2.817)
H (6.438, -8.233, 0.127)
H (8.122, -7.871, 0.597)
H (7.507, -7.234, -0.789)

Results
- maximum force (hartree/bohr) = 0.175
- energy (eV) = -93417.3202
- gap between HOMO and LUMO (eV) = 7.623
- total charge = -1
- HOMO (eV) = -5.9827

9 unconnected molecules or ions with the total composition C49H69NO29 at a distorted geometry, computed with ωB97M-V with the def2-TZVPD basis set.

Positions of all 148 atoms, in Å:
C (-0.611, 0.808, 2.127)
C (0.217, 1.940, 1.565)
O (1.342, 2.085, 1.944)
N (-0.300, 2.934, 0.598)
C (-1.207, 3.859, 1.301)
C (-2.598, 3.454, 1.707)
O (-0.796, 4.961, 1.524)
C (-0.849, 2.434, -0.661)
C (-1.378, 3.644, -1.422)
O (-1.948, 1.480, -0.511)
C (-1.464, 0.230, -0.699)
O (-2.131, -0.752, -0.768)
O (-0.110, 0.272, -0.776)
C (0.159, 1.546, -1.448)
C (-0.227, 1.336, -2.926)
C (1.586, 2.052, -1.345)
C (2.675, 1.186, -1.951)
C (2.489, -0.170, -2.222)
C (3.510, -0.950, -2.730)
C (4.755, -0.393, -2.973)
C (4.948, 0.958, -2.729)
C (3.926, 1.755, -2.217)
C (4.238, 3.209, -1.963)
H (-0.599, 0.882, 3.214)
H (-1.639, 0.777, 1.787)
H (-0.129, -0.123, 1.835)
H (-2.966, 4.232, 2.373)
H (-3.247, 3.439, 0.832)
H (-2.646, 2.503, 2.226)
H (-1.409, 3.473, -2.493)
H (-2.403, 3.862, -1.128)
H (-0.743, 4.512, -1.262)
H (-0.205, 0.273, -3.155)
H (-1.234, 1.687, -3.141)
H (0.455, 1.843, -3.604)
H (1.867, 2.293, -0.322)
H (1.568, 2.998, -1.892)
H (1.535, -0.634, -2.024)
H (3.360, -2.005, -2.926)
H (5.577, -0.986, -3.352)
H (5.912, 1.418, -2.908)
H (4.726, 3.312, -0.991)
H (3.369, 3.859, -2.005)
H (4.942, 3.569, -2.714)
C (7.379, -0.774, -7.013)
C (6.548, 0.461, -7.244)
C (7.317, 1.732, -7.535)
O (6.421, 2.741, -7.052)
C (5.662, 2.184, -6.075)
O (4.946, 2.787, -5.346)
O (5.843, 0.843, -6.048)
H (6.761, -1.579, -6.619)
H (7.831, -1.106, -7.948)
H (8.171, -0.580, -6.288)
H (5.800, 0.279, -8.021)
H (7.528, 1.888, -8.589)
H (8.245, 1.791, -6.961)
C (-7.477, 4.902, 2.334)
C (-7.003, 5.537, 1.054)
C (-7.461, 4.859, -0.216)
O (-6.403, 5.204, -1.134)
C (-5.283, 5.394, -0.410)
O (-4.189, 5.503, -0.867)
O (-5.568, 5.427, 0.911)
H (-6.945, 5.323, 3.187)
H (-8.544, 5.074, 2.466)
H (-7.297, 3.826, 2.324)
H (-7.252, 6.602, 1.039)
H (-8.417, 5.215, -0.590)
H (-7.491, 3.778, -0.113)
C (1.057, -4.158, 1.413)
C (1.812, -3.748, 0.177)
C (1.331, -4.357, -1.121)
O (2.527, -4.353, -1.914)
C (3.584, -4.413, -1.066)
O (4.708, -4.592, -1.404)
O (3.175, -4.230, 0.209)
H (1.587, -3.838, 2.307)
H (0.065, -3.707, 1.418)
H (0.951, -5.240, 1.471)
H (1.854, -2.658, 0.095)
H (0.551, -3.781, -1.612)
H (1.002, -5.391, -0.994)
C (3.864, -6.004, 6.933)
C (2.851, -6.412, 5.900)
C (3.241, -6.136, 4.465)
O (1.956, -5.983, 3.835)
C (1.084, -5.554, 4.776)
O (-0.013, -5.158, 4.543)
O (1.637, -5.632, 6.005)
H (3.436, -6.047, 7.935)
H (4.728, -6.665, 6.884)
H (4.198, -4.979, 6.761)
H (2.573, -7.462, 6.029)
H (3.801, -6.940, 3.997)
H (3.794, -5.200, 4.357)
C (10.324, -7.935, 7.652)
C (9.064, -7.135, 7.449)
C (7.823, -7.675, 8.127)
O (6.780, -7.179, 7.274)
C (7.307, -7.025, 6.030)
O (6.662, -6.806, 5.057)
O (8.648, -7.159, 6.067)
H (11.105, -7.591, 6.976)
H (10.677, -7.828, 8.677)
H (10.150, -8.992, 7.446)
H (9.226, -6.089, 7.722)
H (7.683, -7.312, 9.141)
H (7.787, -8.766, 8.119)
C (-9.989, 1.318, -4.351)
C (-9.099, 1.426, -3.142)
C (-8.895, 0.147, -2.362)
O (-8.631, 0.640, -1.039)
C (-9.242, 1.839, -0.923)
O (-9.354, 2.440, 0.100)
O (-9.687, 2.267, -2.122)
H (-10.237, 2.308, -4.729)
H (-9.488, 0.757, -5.140)
H (-10.923, 0.812, -4.104)
H (-8.136, 1.869, -3.412)
H (-8.059, -0.451, -2.716)
H (-9.796, -0.468, -2.328)
C (-8.063, -4.502, -1.846)
C (-8.398, -4.564, -3.314)
C (-7.265, -4.231, -4.259)
O (-7.967, -3.724, -5.403)
C (-9.143, -3.212, -4.971)
O (-9.878, -2.551, -5.628)
O (-9.357, -3.547, -3.675)
H (-8.970, -4.556, -1.246)
H (-7.413, -5.332, -1.572)
H (-7.559, -3.566, -1.600)
H (-8.840, -5.532, -3.564)
H (-6.657, -5.087, -4.539)
H (-6.623, -3.437, -3.869)
C (0.220, 7.834, 2.880)
C (1.373, 8.511, 2.192)
C (2.742, 8.223, 2.766)
O (3.472, 9.407, 2.415)
C (2.581, 10.424, 2.314)
O (2.874, 11.570, 2.212)
O (1.315, 9.946, 2.349)
H (-0.727, 8.247, 2.533)
H (0.227, 6.767, 2.669)
H (0.269, 7.984, 3.960)
H (1.354, 8.299, 1.120)
H (3.221, 7.345, 2.340)
H (2.722, 8.139, 3.855)

Results
- maximum force (hartree/bohr) = 0.031
- energy (eV) = -112802.9605
- SMILES = CC(=O)N(C(C)=O)[C@]1(C)OC(=O)O[C@]1(C)Cc1ccccc1C.C[C@@H]1COC(=O)O1.C[C@@H]1COC(=O)O1.C[C@@H]1COC(=O)O1.C[C@@H]1COC(=O)O1.C[C@@H]1COC(=O)O1.C[C@@H]1COC(=O)O1.C[C@@H]1COC(=O)O1.C[C@@H]1COC(=O)O1
- gap between HOMO and LUMO (eV) = 8.690
- HOMO (eV) = -8.5029

C6H6N2O in the gas phase at a distorted geometry, computed with ωB97M-V with the def2-TZVPD basis set.

Positions of all 15 atoms, in Å:
H (-1.701, 1.360, -0.465)
N (-1.830, 0.312, -0.829)
C (-0.585, -0.273, -0.762)
C (-0.583, -1.769, -0.935)
C (0.333, -2.188, -0.270)
C (1.174, -1.147, 0.405)
O (1.926, -1.513, 1.352)
N (0.519, 0.080, 0.028)
C (0.931, 1.188, 0.585)
C (0.144, 2.359, 0.262)
H (-1.385, -2.260, -1.623)
H (0.329, -3.312, 0.249)
H (1.325, 1.379, 1.700)
H (-0.659, 2.482, -0.640)
H (0.063, 3.304, 0.942)

Results
- maximum force (hartree/bohr) = 0.247
- relative energy (zero: lowest compared OMol25 entry of this formula, charge and spin) (eV) = 4.940
- energy (eV) = -11341.4920
- SMILES = [H]/N=C1/C=CC(=O)N1C=C
- gap between HOMO and LUMO (eV) = 8.670
- HOMO (eV) = -9.0554

2 unconnected molecules or ions with the total composition C2H6NO2 at a distorted geometry, computed with ωB97M-V with the def2-TZVPD basis set.

Positions of all 11 atoms, in Å:
C (-0.757, 0.363, -2.239)
O (0.594, 0.428, -1.754)
H (-1.190, 0.490, -1.243)
H (-0.970, -0.674, -2.777)
H (-0.807, 1.164, -2.996)
C (-0.152, -0.081, 1.323)
N (0.829, -0.710, 0.723)
O (-0.377, -0.002, 2.528)
H (-0.973, 0.398, 0.703)
H (0.765, 0.034, -0.839)
H (1.095, -1.542, 1.396)

Results
- maximum force (hartree/bohr) = 0.091
- multiplicity = 2
- relative energy (zero: lowest compared OMol25 entry of this formula, charge and spin) (eV) = 2.086
- energy (eV) = -7752.5315
- gap between HOMO and LUMO (spin up / spin down) (eV) = 10.586 / 6.371
- HOMO (spin up / spin down) (eV) = -9.8334 / -9.8082

A molecular structure, C6H8HgNaO6 at a distorted geometry, computed with ωB97M-V with the def2-TZVPD basis set.

Positions of all 22 atoms, in Å:
O (-1.755, 0.416, 0.866)
C (-1.572, -0.353, -0.277)
C (-2.916, 1.245, 0.747)
O (-1.097, -1.489, -0.107)
O (-2.651, -0.192, -1.084)
C (-3.512, 0.838, -0.596)
H (-2.695, 2.320, 0.755)
H (-3.535, 1.039, 1.626)
H (-3.505, 1.665, -1.316)
H (-4.518, 0.413, -0.496)
Na (0.434, 1.018, 1.839)
O (0.494, 1.773, -0.407)
O (1.557, -0.059, -1.158)
C (2.778, 0.388, -0.536)
C (3.014, -0.460, 0.723)
O (1.854, -0.612, 1.460)
C (0.400, 0.688, -0.973)
H (3.586, 0.272, -1.271)
H (2.689, 1.444, -0.248)
H (3.835, 0.029, 1.290)
H (3.430, -1.440, 0.391)
Hg (0.937, -1.918, 0.280)

Results
- maximum force (hartree/bohr) = 0.095
- multiplicity = 2
- relative energy (zero: lowest compared OMol25 entry of this formula, charge and spin) (eV) = 2.865
- energy (eV) = -27224.1358
- gap between HOMO and LUMO (spin up / spin down) (eV) = 5.795 / 7.142
- HOMO (spin up / spin down) (eV) = -6.3151 / -7.7317